{"formula": "C44H89BN4O13S", "method": "wB97M-V/def2-TZVPD", "symbols": ["C", "C", "O", "O", "C", "C", "C", "C", "C", "C", "C", "C", "C", "C", "C", "C", "C", "N", "N", "C", "S", "C", "C", "O", "O", "N", "B", "O", "N", "C", "C", "H", "H", "H", "H", "H", "H", "H", "H", "H", "H", "H", "H", "H", "H", "H", "H", "H", "H", "H", "H", "H", "H", "H", "H", "H", "C", "C", "C", "O", "H", "H", "H", "H", "H", "H", "H", "H", "C", "C", "C", "O", "H", "H", "H", "H", "H", "H", "H", "H", "C", "C", "C", "O", "H", "H", "H", "H", "H", "H", "H", "H", "C", "C", "C", "O", "H", "H", "H", "H", "H", "H", "H", "H", "C", "C", "C", "O", "H", "H", "H", "H", "H", "H", "H", "H", "C", "C", "C", "O", "H", "H", "H", "H", "H", "H", "H", "H", "C", "C", "C", "O", "H", "H", "H", "H", "H", "H", "H", "H", "C", "C", "C", "O", "H", "H", "H", "H", "H", "H", "H", "H"], "xyz": [[-1.612, 3.997, 4.775], [-2.749, 2.814, 4.685], [-4.039, 3.143, 4.972], [-2.499, 1.397, 4.345], [-2.293, 1.248, 2.866], [-3.728, 1.014, 2.102], [-3.610, 0.641, 0.510], [-3.428, 1.968, -0.476], [-2.023, 2.774, -0.193], [-0.461, 2.423, -0.559], [-0.208, 1.020, -1.371], [-0.232, 1.328, -3.012], [-0.355, 2.852, -3.653], [-0.366, 3.153, -5.294], [-0.286, 1.927, -6.382], [-0.163, 0.378, -5.772], [-0.152, 0.084, -4.125], [0.555, 3.466, -0.131], [1.928, 3.501, -0.313], [2.492, 2.435, 0.391], [3.520, 1.501, 1.396], [-0.369, 4.512, 0.526], [0.371, 5.841, 1.140], [0.928, 5.920, 2.360], [0.464, 7.033, 0.233], [-1.863, 4.126, 0.499], [-2.953, 5.064, 1.071], [-4.056, 4.450, 1.844], [-2.801, 6.536, 0.732], [-3.491, 6.749, -0.597], [-3.318, 7.450, 1.821], [-0.564, 3.540, 5.047], [-1.471, 4.596, 3.764], [-1.938, 4.811, 5.577], [-1.580, 0.314, 2.667], [-1.719, 2.225, 2.535], [-4.476, 1.914, 2.327], [-4.232, 0.069, 2.627], [-4.628, 0.107, 0.200], [-2.763, -0.153, 0.334], [-3.375, 1.558, -1.586], [-4.357, 2.697, -0.433], [0.755, 0.435, -1.052], [-1.161, 0.334, -1.158], [-0.434, 3.820, -2.974], [-0.470, 4.266, -5.708], [-0.322, 2.158, -7.546], [-0.099, -0.521, -6.553], [-0.063, -1.046, -3.795], [-4.923, 4.480, 1.305], [-3.379, 5.734, -1.215], [-2.934, 7.565, -1.257], [-4.636, 6.961, -0.482], [-3.908, 6.919, 2.680], [-3.973, 8.319, 1.347], [-2.365, 7.975, 2.303], [-1.421, -2.470, 4.669], [-2.391, -3.194, 3.749], [-1.818, -4.519, 3.271], [-2.676, -2.369, 2.622], [-0.483, -2.243, 4.150], [-1.841, -1.513, 4.995], [-1.193, -3.073, 5.554], [-3.336, -3.369, 4.274], [-0.895, -4.364, 2.702], [-2.522, -5.022, 2.599], [-1.603, -5.182, 4.114], [-1.843, -2.208, 2.149], [-4.343, 0.751, 7.113], [-3.902, -0.609, 7.629], [-4.401, -0.853, 9.045], [-2.478, -0.682, 7.611], [-3.939, 1.557, 7.736], [-3.966, 0.918, 6.098], [-5.434, 0.833, 7.100], [-4.279, -1.395, 6.966], [-3.999, -0.104, 9.736], [-4.065, -1.830, 9.408], [-5.494, -0.819, 9.089], [-2.135, 0.012, 8.198], [6.898, -0.783, 4.558], [5.928, -1.506, 3.637], [6.501, -2.831, 3.160], [5.643, -0.681, 2.511], [7.836, -0.556, 4.039], [6.478, 0.175, 4.884], [7.126, -1.385, 5.443], [4.983, -1.682, 4.163], [7.425, -2.677, 2.591], [5.797, -3.335, 2.488], [6.717, -3.495, 4.003], [6.476, -0.520, 2.038], [-6.064, 1.680, -5.345], [-5.051, 1.002, -4.436], [-4.908, -0.474, -4.770], [-5.466, 1.142, -3.080], [-7.057, 1.230, -5.230], [-6.166, 2.740, -5.085], [-5.766, 1.604, -6.395], [-4.079, 1.498, -4.534], [-5.860, -1.000, -4.634], [-4.185, -0.952, -4.100], [-4.575, -0.615, -5.803], [-6.328, 0.705, -2.983], [-7.223, -3.090, -6.802], [-6.210, -3.768, -5.893], [-6.067, -5.245, -6.227], [-6.624, -3.629, -4.537], [-8.215, -3.540, -6.687], [-7.324, -2.031, -6.542], [-6.924, -3.167, -7.852], [-5.238, -3.273, -5.992], [-7.019, -5.771, -6.091], [-5.344, -5.723, -5.557], [-5.734, -5.386, -7.260], [-7.487, -4.066, -4.440], [10.754, -1.636, 1.440], [9.466, -1.106, 0.829], [9.728, -0.403, -0.493], [8.854, -0.193, 1.737], [11.454, -0.819, 1.647], [10.552, -2.128, 2.397], [11.241, -2.353, 0.772], [8.765, -1.934, 0.674], [10.392, 0.457, -0.355], [8.794, -0.017, -0.915], [10.184, -1.084, -1.218], [9.469, 0.545, 1.880], [-3.163, -0.087, -8.202], [-2.115, 0.220, -9.260], [-2.377, -0.556, -10.541], [-0.825, -0.119, -8.758], [-3.154, -1.150, -7.938], [-2.955, 0.469, -7.281], [-4.166, 0.177, -8.552], [-2.111, 1.294, -9.474], [-2.340, -1.636, -10.359], [-1.608, -0.335, -11.288], [-3.356, -0.306, -10.960], [-0.818, -1.071, -8.565], [12.917, -5.405, 2.984], [11.783, -4.855, 3.835], [11.405, -5.822, 4.945], [10.646, -4.615, 3.010], [12.624, -6.345, 2.502], [13.170, -4.704, 2.181], [13.812, -5.585, 3.587], [12.082, -3.894, 4.269], [11.059, -6.776, 4.533], [10.580, -5.418, 5.542], [12.255, -6.015, 5.607], [10.374, -5.463, 2.620]], "atomic_forces_ev_per_a": [[0.37, -0.26, -0.04], [-6.68, 1.47, 1.13], [8.40, -2.16, -1.78], [0.08, 3.18, -0.95], [0.34, 0.28, -0.78], [-0.48, -0.68, 0.82], [-0.72, 0.47, 0.29], [0.97, -0.53, -0.47], [5.81, 1.43, 0.26], [-3.80, -0.54, 0.31], [-0.73, 0.98, -0.91], [0.04, 0.76, -4.46], [0.26, -2.42, -2.24], [0.05, -3.97, 0.81], [0.04, -0.49, 4.70], [-0.32, 2.91, 2.37], [-0.10, 3.52, -1.82], [-9.55, 0.58, 1.28], [2.21, -5.55, 3.51], [1.55, 2.48, 0.73], [-3.87, 3.04, -3.93], [0.49, -1.43, -0.93], [2.90, 7.18, 0.78], [-3.52, -2.11, -5.99], [-1.17, -7.49, 4.03], [4.30, -1.57, -1.26], [-0.94, 0.75, 0.15], [0.79, 0.85, -3.10], [-2.28, -1.93, 0.97], [0.66, -0.69, -1.56], [0.67, 1.65, 0.55], [-2.13, 0.89, -0.52], [-0.42, -1.50, 1.90], [0.50, -2.13, -1.71], [-1.61, 2.01, 0.72], [-1.20, -2.01, 0.27], [1.85, -1.78, -0.70], [1.28, 1.99, -1.07], [2.19, 1.24, 0.55], [-1.50, 1.68, 0.32], [-0.08, 1.04, 2.26], [2.11, -1.47, 0.12], [-1.78, 1.30, -0.67], [2.19, 1.58, -0.31], [0.23, -2.42, -1.41], [0.29, -2.71, 1.22], [0.15, -0.76, 2.88], [-0.14, 2.29, 2.18], [-0.20, 2.64, -0.61], [1.98, 0.26, 1.44], [-0.31, 2.11, 1.09], [-1.33, -1.55, 1.60], [2.09, -0.22, -0.21], [0.99, 0.84, -1.75], [1.26, -1.91, 1.04], [-2.09, -1.08, -0.94], [-0.18, 0.24, 0.26], [0.78, -0.05, -0.03], [-0.23, -0.32, -0.09], [-0.17, 0.24, -0.36], [-0.01, -0.18, -0.04], [0.02, -0.18, 0.07], [0.01, 0.13, -0.08], [0.02, 0.16, -0.23], [0.01, 0.07, 0.16], [0.05, 0.05, 0.15], [0.01, 0.06, -0.11], [-0.32, -0.15, 0.28], [-0.02, -0.08, -0.43], [-0.06, 0.68, 0.46], [-0.10, -0.39, 0.15], [0.34, -0.13, 0.00], [-0.09, -0.10, 0.09], [-0.22, -0.14, 0.27], [0.11, 0.06, 0.01], [0.26, 0.03, 0.03], [-0.09, 0.07, -0.14], [-0.09, 0.09, -0.08], [0.11, 0.02, 0.04], [-0.22, -0.28, -0.28], [0.04, 0.22, 0.29], [0.67, 0.01, -0.10], [-0.15, -0.31, -0.10], [-0.27, 0.21, -0.28], [-0.13, -0.20, -0.01], [-0.03, -0.17, 0.01], [-0.02, 0.07, -0.06], [0.01, 0.13, -0.22], [0.00, 0.08, 0.20], [0.02, 0.06, 0.15], [0.02, 0.05, -0.11], [-0.09, -0.02, 0.25], [0.02, 0.34, -0.11], [-0.45, -0.36, -0.29], [0.22, -0.18, 0.03], [-0.06, 0.09, 0.38], [0.11, -0.11, -0.04], [0.09, -0.13, -0.07], [-0.06, 0.01, 0.09], [-0.11, 0.00, 0.23], [0.01, 0.08, -0.06], [-0.04, 0.10, -0.12], [-0.04, 0.00, 0.10], [0.39, 0.15, -0.09], [0.03, 0.33, -0.14], [-0.58, -0.36, -0.14], [0.32, -0.20, 0.01], [-0.04, 0.09, 0.25], [0.13, -0.10, -0.04], [0.09, -0.12, -0.06], [-0.08, 0.01, 0.09], [-0.14, 0.00, 0.24], [0.00, 0.13, -0.11], [-0.05, 0.12, -0.13], [-0.06, -0.03, 0.10], [0.39, 0.17, -0.08], [0.00, -0.26, 0.29], [0.73, 0.28, -0.16], [-0.26, 0.01, -0.29], [-0.32, 0.17, 0.20], [-0.06, 0.04, -0.20], [-0.01, -0.04, -0.26], [-0.03, 0.07, 0.12], [-0.05, 0.19, 0.16], [0.06, -0.15, 0.05], [0.11, -0.12, 0.04], [-0.03, 0.11, 0.07], [-0.28, -0.32, -0.07], [-0.14, 0.29, 0.26], [-0.28, -0.69, 0.03], [0.07, 0.14, -0.36], [0.27, -0.06, -0.05], [-0.01, 0.01, -0.15], [-0.01, -0.01, -0.15], [0.06, -0.07, 0.04], [0.21, -0.13, 0.10], [-0.11, 0.09, 0.10], [-0.14, 0.04, 0.11], [0.10, -0.07, 0.03], [-0.08, 0.38, -0.21], [0.28, 0.20, -0.15], [-0.01, -0.68, -0.15], [-0.10, 0.10, 0.35], [-0.23, 0.06, -0.15], [-0.01, 0.01, 0.17], [-0.01, -0.04, 0.17], [-0.08, -0.02, -0.10], [-0.21, -0.03, -0.17], [0.15, 0.05, -0.05], [0.17, 0.00, -0.07], [-0.11, -0.03, -0.06], [0.15, 0.35, 0.21]], "lowdin_charge": [-0.01, -0.27, -0.04, -0.14, -0.15, -0.16, -0.17, -0.11, -0.02, -0.06, -0.12, -0.13, -0.02, -0.07, -0.07, -0.05, -0.03, -0.08, 0.08, -0.47, 0.74, 0.11, -0.40, -0.11, -0.23, 0.13, -0.51, 0.04, -0.13, -0.10, -0.09, 0.10, 0.08, 0.11, 0.13, 0.12, 0.12, 0.13, 0.13, 0.10, 0.11, 0.13, 0.11, 0.11, 0.09, 0.09, 0.09, 0.07, 0.08, 0.14, 0.10, 0.12, 0.10, 0.10, 0.10, 0.11, -0.06, -0.50, -0.07, -0.08, 0.08, 0.07, 0.09, 0.14, 0.08, 0.08, 0.08, 0.08, -0.06, -0.50, -0.07, -0.07, 0.09, 0.05, 0.09, 0.14, 0.08, 0.08, 0.08, 0.09, -0.06, -0.49, -0.05, -0.11, 0.06, 0.08, 0.08, 0.14, 0.07, 0.08, 0.08, 0.07, -0.06, -0.49, -0.06, -0.07, 0.08, 0.08, 0.07, 0.14, 0.07, 0.09, 0.06, 0.10, -0.06, -0.51, -0.07, -0.06, 0.08, 0.07, 0.08, 0.13, 0.08, 0.08, 0.08, 0.09, -0.06, -0.50, -0.06, -0.07, 0.08, 0.07, 0.08, 0.13, 0.08, 0.08, 0.08, 0.10, -0.07, -0.50, -0.06, -0.10, 0.08, 0.06, 0.08, 0.14, 0.08, 0.08, 0.08, 0.09, -0.06, -0.50, -0.07, -0.07, 0.08, 0.08, 0.08, 0.14, 0.08, 0.08, 0.08, 0.10], "largest_force_ev_per_a": 9.6, "relative_energy_kj_mol": 2237.91, "lumo_energy_ha": -0.05673}